Below is C19H15F3N4O7Pt as an isolated structure in a non-equilibrium geometry, with properties calculated with the ωB97M-V functional and the def2-TZVPD basis.

Last column: Mulliken charge in e.
CARTESIAN COORDINATES (ANGSTROEM)
Pt  -0.7374  0.7237  0.2006  0.755
O  -1.4578  -0.2225  4.3575  -0.455
C  -1.3224  0.2677  3.1451  0.501
O  -1.6275  -0.3888  2.1535  -0.567
C  -0.8701  1.6335  3.0487  0.550
C  -0.6343  2.5272  4.0883  -0.680
C  -0.5390  3.8765  3.8166  -0.319
C  -0.7847  4.3493  2.5208  -0.858
C  -1.0005  3.3881  1.5580  0.732
N  -0.8996  2.1026  1.7832  0.024
C  -1.7678  3.6871  0.1333  0.526
O  -1.8165  4.8554  -0.1584  -0.644
O  -2.2124  2.5968  -0.2880  -0.689
H  -1.8846  -1.0911  4.3156  0.392
H  -0.5529  2.1363  5.0935  0.509
H  -0.3677  4.5982  4.6050  0.446
H  -0.8713  5.4020  2.2970  0.558
O  0.9790  -0.3599  1.3729  -0.610
N  1.2777  -1.6382  1.2205  0.547
C  2.4813  -1.9630  0.7056  -0.086
C  2.8176  -3.2729  0.4533  -0.769
C  1.9174  -4.2849  0.7505  -0.205
C  0.7164  -3.9393  1.3529  -0.894
C  0.4215  -2.6146  1.5851  -0.046
H  3.1492  -1.1339  0.5285  0.442
H  3.7856  -3.4891  0.0249  0.440
H  2.1469  -5.3157  0.5212  0.450
H  0.0036  -4.6954  1.6487  0.443
H  -0.5075  -2.2760  2.0089  0.488
N  0.1764  -3.1038  -4.5664  -0.451
C  -0.0112  -2.3896  -3.4451  1.036
C  -1.2227  -2.4491  -2.7298  -0.908
C  -1.3838  -1.6982  -1.5973  -0.535
N  -0.4160  -0.9058  -1.1181  0.255
C  0.7414  -0.8209  -1.7977  0.092
C  0.9934  -1.5471  -2.9278  -1.209
H  -0.5664  -3.6598  -4.9503  0.197
H  1.0183  -3.0081  -5.1049  0.205
H  -2.0379  -3.0607  -3.0924  0.372
H  -2.3143  -1.7200  -1.0453  0.559
H  1.4707  -0.1146  -1.4212  0.656
H  1.9476  -1.4526  -3.4285  0.395
F  0.4895  4.5670  -2.3859  -0.221
C  0.3898  3.3662  -2.9468  0.617
F  -0.4970  3.4202  -3.9307  -0.242
F  1.5863  3.0430  -3.4749  -0.273
C  0.0057  2.2939  -1.8980  0.803
O  0.5895  2.3627  -0.7793  -0.710
O  -0.8017  1.4181  -2.2029  -0.619

The total energy comes out at -51629.6709 eV. As for the highest occupied orbital energy (alpha / beta): -0.428 / -0.427 Ha. As for the spin multiplicity: 2. The value obtained for the energy above the lowest of the compared OMol25 structures with the same formula, charge and spin is 63.92 kcal/mol. For the HOMO-LUMO gap (alpha / beta), the calculation gives 0.248 / 0.244 hartree. Its charge is +1.

Below is C21H24BN7PdS as an isolated structure, with properties calculated with the ωB97M-V functional and the def2-TZVPD basis.

Last column: Mulliken charge in e.
CARTESIAN COORDINATES (ANGSTROEM)
Pd  0.1872  -0.2016  -0.2012  0.300
B  2.8503  -2.5690  -1.0010  -0.204
N  1.7079  -2.4627  -1.9283  -0.091
C  1.6471  -3.1890  -3.0895  -0.330
C  0.4366  -2.9760  -3.6758  -0.951
C  -0.2200  -2.0869  -2.8047  -0.325
N  0.5380  -1.7807  -1.7666  0.472
N  2.8939  -1.8766  0.2914  0.062
C  3.7505  -2.1028  1.3334  -0.267
C  3.3594  -1.3312  2.3920  -1.306
C  2.2296  -0.6271  1.9261  -0.482
N  1.9808  -0.9610  0.6717  0.502
H  3.9588  -2.5741  -1.6089  0.193
H  3.2596  -3.7596  -0.9089  0.162
H  2.4744  -3.8080  -3.3968  0.443
H  0.0652  -3.3974  -4.5930  0.450
H  -1.2050  -1.6559  -2.8916  0.477
H  4.5669  -2.8007  1.2422  0.501
H  3.8198  -1.2794  3.3636  0.538
H  1.8654  1.0326  3.2014  0.709
S  -0.9170  4.5425  1.1873  -0.218
C  -0.5607  4.1577  2.8333  -0.427
C  0.0107  2.9539  2.9837  -1.014
C  0.1158  2.2354  1.7271  0.575
C  -0.3228  3.0441  0.6217  0.356
C  -0.0712  2.8558  -0.8078  0.994
C  -0.2026  3.9407  -1.6808  -1.038
C  0.1110  3.8073  -3.0178  -0.503
C  0.5794  2.5881  -3.4806  -0.952
C  0.6780  1.5492  -2.5778  -0.068
N  0.3518  1.6678  -1.2871  0.255
H  -0.8137  4.8684  3.6051  0.509
H  0.2910  2.5418  3.9405  0.394
H  -0.5243  4.9016  -1.3052  0.367
H  0.0090  4.6514  -3.6864  0.452
H  0.8611  2.4390  -4.5126  0.467
H  1.0250  0.5735  -2.8909  0.435
C  -0.5234  -1.5016  2.8991  -1.094
C  0.3574  -0.4634  3.5822  -0.589
C  1.2819  0.3136  2.6204  0.206
N  0.5318  1.0035  1.5729  0.052
H  -1.1248  -2.0244  3.6411  0.495
H  0.0683  -2.2548  2.3741  0.212
H  -1.2140  -1.0380  2.1907  0.166
H  0.9904  -0.9410  4.3323  0.514
H  -0.2646  0.2630  4.1083  0.424
C  -5.1883  -1.4955  -0.6717  -1.098
C  -4.6170  -0.0747  -0.5903  -0.356
C  -3.1572  -0.0698  -0.5370  0.150
N  -2.0121  -0.0659  -0.4944  -0.122
H  -6.2733  -1.4361  -0.7103  0.342
H  -4.9074  -2.0819  0.2010  0.340
H  -4.8417  -2.0089  -1.5668  0.332
H  -4.9802  0.4447  0.2977  0.288
H  -4.9127  0.5202  -1.4562  0.301

The total energy comes out at -47572.5990 eV. As for the highest occupied orbital energy (alpha / beta): -0.504 / -0.536 Ha. As for the spin multiplicity: 5. The value obtained for the energy above the lowest of the compared OMol25 structures with the same formula, charge and spin is 0.00 kcal/mol. For the HOMO-LUMO gap (alpha / beta), the calculation gives 0.305 / 0.227 hartree. Its charge is +2.

Below is an isolated ion of composition C4H11N2S2 and charge +1 in a non-equilibrium geometry, with properties calculated with the ωB97M-V functional and the def2-TZVPD basis.

Last column: Mulliken charge in e.
CARTESIAN COORDINATES (ANGSTROEM)
C  1.0995  -0.6141  -1.6165  -0.930
N  0.0403  -0.0414  -0.7971  -0.010
C  0.4454  1.2779  -0.1901  -0.688
C  -0.7774  1.7823  0.4580  -0.552
N  -1.3719  0.4508  1.0159  -0.130
C  -0.4757  -0.7400  0.2265  -0.260
S  -1.3115  -2.2666  -0.4356  -0.099
S  0.6626  -1.2292  1.7415  -0.138
H  1.2782  -1.7180  -1.2210  0.342
H  0.8305  -0.5520  -2.6551  0.307
H  1.9697  -0.1130  -1.5188  0.424
H  0.8308  1.8071  -1.0339  0.610
H  1.1862  1.1578  0.5406  0.353
H  -0.7218  2.3301  1.4212  0.345
H  -1.4521  2.1621  -0.2345  0.331
H  -1.1670  0.2382  1.9776  0.381
H  -2.3317  0.1676  0.9108  0.320
H  -0.5819  -3.1905  0.2507  0.229
H  1.8477  -0.9091  1.1599  0.164

The total energy comes out at -28968.5380 eV. As for the highest occupied orbital energy: -0.499 Ha. As for the spin multiplicity: 1. The structure (SMILES) is CN1CC[NH2+]C1(S)S. The value obtained for the energy above the lowest of the compared OMol25 structures with the same formula, charge and spin is 37.08 kcal/mol. For the HOMO-LUMO gap, the calculation gives 0.385 hartree. Its charge is +1.